The following is a DFT calculation (ωB97M-V/def2-TZVPD) of a 9-piece molecular cluster, C18H39Cl4F9N3O8 overall at a distorted geometry.

Each line ends with the Löwdin charge.
Atoms and positions in Å:
N -1.9097 -0.7065 -3.5094  0.3246
H -1.7415 -0.4528 -4.4724  0.1469
H -2.8467 -0.3757 -3.3285  0.1450
H -1.3113 -0.1226 -2.9427  0.0456
H -1.7022 -1.6776 -3.3249  0.0907
N -2.5975 -1.5866 1.7648  0.3090
H -2.3429 -2.5639 1.7791  0.1119
H -3.0675 -1.4421 0.8825  0.1366
H -1.7830 -0.9951 1.8476  0.0367
H -3.1696 -1.3412 2.5602  0.1492
N -2.2192 2.1095 -0.0014  0.2785
H -2.0444 3.0291 0.3779  0.0852
H -3.1574 1.7607 -0.1364  0.1295
H -1.7348 1.4818 0.6243  0.0456
H -1.6656 1.9539 -0.8318  0.0514
O -0.4203 1.1165 -1.8234  -0.3847
C 0.4405 0.2074 -1.1657  -0.3494
C 0.6311 0.3333 0.4602  -0.2623
O -0.5766 0.2305 1.2865  -0.4103
H 1.4493 0.2695 -1.5737  0.0822
H 0.1546 -0.8065 -1.4458  0.0455
H 1.0800 1.2614 0.8140  0.0675
H 1.2862 -0.5148 0.6595  0.0714
C 0.3922 -3.9489 -1.8341  -0.0557
C 0.9772 -3.5296 -3.2198  -0.1165
O 0.4328 -4.4385 -4.2668  0.0645
C -0.7256 -4.2442 -4.8186  -0.4051
O -1.5510 -3.4317 -4.4978  0.1169
C -1.0439 -5.2023 -5.9802  -0.5226
F 0.0449 -5.9149 -6.2036  0.1954
F -2.1033 -5.9697 -5.5814  0.1528
F -1.4222 -4.5254 -7.0725  0.1803
H 0.6172 -4.9795 -1.5596  0.0863
H -0.6945 -3.8659 -1.8511  0.0663
H 0.8063 -3.2399 -1.1172  0.0565
H 2.0668 -3.5353 -3.1910  0.1311
H 0.7178 -2.4771 -3.3339  0.0992
C 1.1995 -3.7007 2.1625  -0.0489
C 0.6283 -2.5414 2.9220  -0.2268
O 0.3498 -2.9388 4.2802  0.0136
C -0.7993 -3.6689 4.4659  -0.2882
O -1.7330 -3.7366 3.6727  0.1056
C -0.7743 -4.3055 5.9034  -0.6031
F 0.0878 -3.7790 6.7050  0.2186
F -1.9503 -4.2195 6.5194  0.1824
F -0.4180 -5.5677 5.7392  0.1895
H 0.4331 -4.4703 2.0700  0.0842
H 2.0950 -4.1643 2.5763  0.0955
H 1.5841 -3.3347 1.2105  0.0695
H -0.2288 -2.1035 2.4105  0.0772
H 1.4176 -1.7912 2.9716  0.1192
C 3.2488 4.1329 0.0157  -0.0297
C 1.8185 3.9119 0.6352  -0.1932
O 1.2653 5.1896 0.9103  0.0460
C -0.0441 5.2860 1.1498  -0.3135
O -0.8325 4.3541 1.0423  0.0931
C -0.4966 6.6923 1.6589  -0.5052
F 0.5907 7.2851 2.1434  0.1824
F -1.0769 7.3809 0.6324  0.1583
F -1.3378 6.4940 2.6844  0.1705
H 3.1269 4.4373 -1.0238  0.0269
H 3.7931 3.1994 -0.1274  0.0784
H 3.8329 4.8500 0.5925  0.0848
H 1.9933 3.3280 1.5389  0.1025
H 1.1877 3.3435 -0.0483  0.1023
Cl 2.4676 4.8617 -3.7577  0.5856
C 1.2471 3.6128 -3.5848  -0.7079
C 0.5973 3.2503 -4.9202  -0.6321
Cl -0.0695 4.7578 -5.6534  0.5144
H 0.6346 3.7071 -2.6881  0.0635
H 1.7818 2.6928 -3.3486  0.0582
H -0.2360 2.5500 -4.8640  0.0496
H 1.2913 2.7314 -5.5815  0.0742
Cl 1.5387 3.0875 4.7207  0.5350
C 0.2368 1.9697 4.1882  -0.6471
C 0.5438 0.4866 4.3324  -0.6553
Cl 0.9773 0.1954 6.0395  0.5694
H 0.1250 2.2357 3.1371  0.0371
H -0.5340 2.3327 4.8680  0.0574
H 1.3855 0.3528 3.6529  0.0657
H -0.2144 -0.2526 4.0736  0.0446

Values from the calculation:
total energy = -114687.739 eV
multiplicity = 1
total charge = +1
HOMO = -10.47 eV
Kohn-Sham gap = 6.8 eV



The following is a DFT calculation (ωB97M-V/def2-TZVPD) of a 2-piece molecular cluster, C18H40BNOP overall at a distorted geometry.

Each line ends with the Löwdin charge.
Atoms and positions in Å:
C -2.7936 -1.9702 1.1388  0.0011
C -2.7009 -0.8084 0.4666  -0.1795
C -2.9449 -0.5676 -1.0118  -0.1542
B -2.3467 -1.7662 -1.8635  -0.3861
C -3.0403 -3.1777 -1.8549  -0.2092
O -2.7110 -3.9502 -2.9938  -0.2002
C -2.7377 -5.3508 -2.7882  -0.2689
C -1.6203 -5.8675 -1.8981  -0.0767
P -0.7827 -1.5718 -2.9698  0.9911
C 0.5473 -2.2085 -1.8425  -0.2806
C -0.4024 0.2369 -3.1254  -0.4550
C 1.0743 0.4517 -3.4888  -0.1733
H -3.6282 -2.6470 0.9710  0.0720
H -2.0479 -2.3027 1.8545  0.0584
H -2.3847 0.0719 1.0322  0.0751
H -2.4420 0.3666 -1.2612  0.0651
H -4.0079 -0.4413 -1.2668  0.1167
H -4.1332 -3.0608 -1.7732  0.1291
H -2.7232 -3.6757 -0.9274  0.0944
H -2.6213 -5.7861 -3.7811  0.1214
H -3.7190 -5.6776 -2.4216  0.1221
H -1.6653 -6.9571 -1.8681  0.0796
H -1.7042 -5.5167 -0.8683  0.0636
H -0.6475 -5.5792 -2.2977  0.0738
H 1.5187 -2.0794 -2.3145  0.0295
H 0.5450 -1.7263 -0.8594  0.0198
H 0.3611 -3.2713 -1.6859  0.0270
H -1.0237 0.6091 -3.9400  0.0716
H -0.6422 0.8171 -2.2275  0.0462
H 1.2169 1.3721 -4.0537  0.0703
H 1.4601 -0.3794 -4.0821  0.0642
H 1.6945 0.5105 -2.5926  0.0346
C 2.1266 5.5309 1.8506  -0.0922
C 1.0059 4.8351 2.6254  -0.2109
C 1.2986 3.4443 3.1783  -0.1235
N 1.1792 2.2597 2.2356  -0.2635
C 1.7043 1.0523 2.9911  -0.1011
C 1.8880 -0.1791 2.1232  -0.1566
C 2.7931 0.1304 0.9400  -0.1713
C 2.1669 1.2518 0.1264  -0.1652
C 1.9635 2.5014 0.9674  -0.1000
C -0.2586 2.0363 1.9089  0.0232
H 2.2127 5.2014 0.8176  0.0622
H 1.9323 6.6018 1.8185  0.0839
H 3.0927 5.3874 2.3379  0.0851
H 0.0758 4.8448 2.0530  0.1104
H 0.8061 5.4370 3.5144  0.1236
H 0.5966 3.2184 3.9816  0.1359
H 2.3058 3.4091 3.5934  0.1355
H 2.6577 1.3530 3.4252  0.1393
H 0.9968 0.8708 3.7995  0.1403
H 2.3129 -0.9645 2.7490  0.1317
H 0.9223 -0.5533 1.7716  0.1117
H 2.9428 -0.7559 0.3247  0.1197
H 3.7790 0.4420 1.2999  0.1269
H 1.2176 0.9184 -0.3027  0.1003
H 2.8025 1.5296 -0.7152  0.1274
H 1.4111 3.2506 0.4056  0.1306
H 2.9233 2.9166 1.2753  0.1434
H -0.6576 2.9099 1.4022  0.1103
H -0.8030 1.8559 2.8329  0.1198
H -0.3418 1.1677 1.2633  0.0802

Values from the calculation:
total energy = -32809.269 eV
multiplicity = 1
total charge = +1
HOMO = -9.99 eV
Kohn-Sham gap = 7.6 eV



The following is a DFT calculation (ωB97M-V/def2-TZVPD) of a 6-piece molecular cluster, C18H40O18S4 overall at a distorted geometry.

Each line ends with the Löwdin charge.
Atoms and positions in Å:
O 7.3610 34.1230 26.3090  -0.2910
S 7.1210 34.6300 27.6260  0.5750
O 7.2680 36.0210 27.8890  -0.2739
O 5.5490 34.2460 27.7390  -0.2512
C 4.6090 35.0330 27.0380  -0.2874
C 3.2280 34.5040 27.3200  -0.0532
C 7.9890 33.7610 28.8120  -0.1467
H 4.8320 35.1820 25.9700  0.1238
H 4.5150 36.0970 27.5380  0.1312
H 2.8100 34.8280 28.2830  0.1004
H 3.3070 33.4710 27.2170  0.0650
H 2.6750 34.9840 26.6250  0.0367
H 7.9780 32.6180 28.4740  0.1331
H 7.5700 33.9400 29.8560  0.1090
H 9.0220 34.0370 28.7420  0.0655
O 6.4560 40.7340 22.0830  -0.2902
S 5.8440 40.5720 23.3590  0.6357
O 4.3950 40.4320 23.4810  -0.3073
O 6.5690 39.1990 24.0920  -0.2983
C 6.3830 37.9320 23.4770  -0.2341
C 6.9750 36.7520 24.3380  -0.0165
C 6.3250 41.9520 24.3630  -0.1470
H 6.9720 37.9570 22.4860  0.1330
H 5.3660 37.8510 23.4140  0.0705
H 6.4920 35.8820 24.0640  0.0403
H 6.9380 37.0280 25.3370  0.0320
H 8.0440 36.5740 24.1970  0.0848
H 5.5700 42.9340 24.1710  0.1504
H 7.4150 42.3580 24.0730  0.1269
H 6.0280 41.7220 25.3670  0.0152
O 9.9060 38.2860 18.4370  -0.2860
S 9.4770 37.2540 19.3430  0.6155
O 10.2030 35.9740 19.2330  -0.3085
O 9.5360 37.6830 20.9420  -0.2743
C 10.4150 38.7890 21.2850  -0.2570
C 10.3870 39.0390 22.7270  -0.0421
C 7.7630 36.8590 19.1930  -0.1568
H 10.4350 39.6190 20.6800  0.0905
H 11.2800 38.2970 20.8000  0.1274
H 10.9450 39.6210 23.1950  -0.0153
H 10.7410 38.2390 23.3990  0.1086
H 9.3370 39.3920 23.0070  0.1155
H 7.0810 37.8470 19.4780  0.1477
H 7.5930 36.1530 19.9830  0.0142
H 7.6730 36.1330 18.2880  0.1204
O 3.1820 37.8120 26.0480  -0.2699
S 3.1220 39.0660 26.6990  0.6381
O 2.7440 39.0750 28.0690  -0.2678
O 4.7280 39.5380 26.7110  -0.2518
C 5.5860 39.0260 27.6250  -0.2663
C 7.0620 39.6870 27.2680  -0.0135
C 2.1580 40.2560 25.7660  -0.0569
H 5.8320 37.9320 27.6230  0.1008
H 5.4710 39.2720 28.5500  0.0482
H 6.8850 40.7410 27.2780  0.0486
H 7.4240 39.3760 26.2180  0.0781
H 7.8840 39.2230 27.7220  0.0434
H 1.0220 39.9590 25.8570  0.1504
H 2.4400 40.3760 24.9120  -0.0785
H 2.4490 41.1100 26.3200  0.0648
C 8.7400 33.0510 23.6680  -0.1205
C 7.9850 33.2570 22.3950  -0.0828
O 8.9710 32.6480 21.5450  0.0928
C 10.1540 32.5520 21.9690  -0.6739
O 11.1420 32.1480 21.4180  0.1454
O 10.1200 32.8430 23.2620  0.0436
H 8.5430 32.0240 24.1400  0.1536
H 8.7520 33.8230 24.5340  0.1293
H 7.7160 34.3780 22.0450  0.1664
H 7.0670 32.7310 22.4770  0.1141
C 2.5310 37.2480 20.4300  -0.0727
C 3.3240 37.3380 19.1100  -0.1257
O 4.4420 36.6550 19.5150  0.0725
C 4.4110 36.2740 20.8180  -0.6099
O 5.4080 35.8320 21.3820  0.1080
O 3.3850 36.6340 21.4190  0.1417
H 1.5950 36.6480 20.3610  0.1222
H 1.8940 38.3140 20.6980  0.1960
H 3.6050 38.2800 18.8660  0.1033
H 2.7180 37.0250 18.3740  0.0977

Values from the calculation:
total energy = -99498.980 eV
multiplicity = 1
relative energy (zero: lowest compared OMol25 entry of this formula, charge and spin) = 0.00 kcal per mole
SMILES string = CCOS(C)(=O)=O.CCOS(C)(=O)=O.CCOS(C)(=O)=O.CCOS(C)(=O)=O.O=C1OCCO1.O=C1OCCO1
HOMO = -10.01 eV
Kohn-Sham gap = 10.1 eV



The following is a DFT calculation (ωB97M-V/def2-TZVPD) of C18H40P2SiTc as an isolated structure at a distorted geometry.

Each line ends with the Löwdin charge.
Atoms and positions in Å:
P -1.0011 2.7772 0.5243  0.7767
P -2.6234 -1.1572 -1.2076  0.8750
C -3.3124 1.4091 0.5314  -0.3298
C -3.3818 -0.0449 0.3280  -0.2871
H -3.8864 1.9868 -0.2129  -0.0613
H -3.5726 1.8060 1.5276  0.1042
H -2.8941 -0.5268 1.1467  0.0449
H -4.4123 -0.3559 0.2147  0.0839
C -3.0199 -1.3309 -2.9598  -0.2614
H -3.0100 -2.3795 -3.2963  0.0802
H -2.3361 -0.7363 -3.6024  0.0727
H -4.0393 -0.9447 -3.0753  0.0464
C -3.1653 -2.6434 -0.3027  -0.2415
H -4.1546 -2.9434 -0.6804  0.0810
H -3.3041 -2.4034 0.7639  0.0569
H -2.5303 -3.5479 -0.3516  0.0706
C -0.7082 4.4617 0.1441  -0.2666
H -0.0049 4.7763 0.9084  0.0725
H -1.5909 5.0912 0.2536  0.0545
H -0.2912 4.5652 -0.8435  0.0663
C -1.2754 2.6650 2.3073  -0.2238
H -1.6378 1.6813 2.6606  0.0614
H -1.9701 3.4872 2.6183  0.0814
H -0.2657 2.8781 2.7178  0.0750
Tc -2.6821 2.1141 -1.2939  1.0575
C -5.0560 1.7234 -1.7818  -0.1178
C -4.0601 1.8851 -2.7588  -0.3534
C -4.1298 3.0890 -3.6887  -0.1679
C -3.9431 4.3715 -2.9144  -0.1586
C -3.0872 4.0373 -1.7077  -0.3338
C -3.6951 4.0310 -0.4359  -0.1933
C -5.1526 3.7584 -0.1410  -0.1460
C -5.8751 2.8208 -1.1833  -0.1439
C 0.6088 2.0041 0.3478  -0.2493
H -5.4410 0.7028 -1.5415  0.1296
H -3.6090 1.0052 -3.1850  0.0590
H -5.0533 3.0939 -4.2670  0.1301
H -3.2923 2.9374 -4.3797  0.1214
H -3.3903 5.0546 -3.5500  0.1232
H -4.8859 4.8762 -2.6942  0.1232
H -2.0778 4.3924 -1.7569  0.0758
H -3.1257 4.2521 0.4721  0.0718
H -5.7253 4.7009 -0.0649  0.1404
H -5.2150 3.2979 0.8790  0.1226
H -6.6828 2.3593 -0.5891  0.1287
H -6.3856 3.4321 -1.9409  0.1291
H 0.6907 1.2227 1.1280  0.0559
H 1.4084 2.7324 0.4339  0.0660
H 0.7269 1.5845 -0.6669  0.0230
C 1.3457 -0.8447 -1.5484  -0.1827
Si -0.3760 -1.5602 -1.1288  0.5150
C -0.4092 -3.0978 -2.2620  -0.1931
C -0.4575 -1.7849 0.7558  -0.1996
H 1.3715 -0.3235 -2.5261  0.0477
H 2.0344 -1.7138 -1.6178  0.0595
H 1.7434 -0.1707 -0.7637  0.0157
H 0.5921 -3.5348 -2.2086  0.0466
H -1.1405 -3.8587 -1.9725  0.0318
H -0.5977 -2.8105 -3.3061  0.0434
H -0.1179 -2.8156 0.9552  0.0627
H 0.2143 -1.0635 1.2423  0.0314
H -1.4491 -1.6866 1.2240  -0.0039

Values from the calculation:
total energy = -47946.832 eV
multiplicity = 4
total charge = +2
expectation value of S² = 3.782
relative energy (zero: lowest compared OMol25 entry of this formula, charge and spin) = 45.28 kcal per mole
HOMO (spin up / spin down) = -12.63 / -14.29 eV
Kohn-Sham gap (spin up / spin down) = 5.7 / 7.3 eV



Question: What is the formula in the second record?
Answer: C18H40BNOP



Question: multiplicity of number 3 (C18H40O18S4)?
Answer: 1



Question: The highest total energy belongs to which entry?
Answer: C18H40BNOP



Question: What is the multiplicity in the fourth record?
Answer: 4